(1)
This record from OMol25 describes 3 unconnected molecules or ions with the total composition C3H10O5 at a distorted geometry. The level of theory is ωB97M-V/def2-TZVPD.

```
18
Properties=species:S:1:pos:R:3
O -1.3797 -3.2380 0.6377
O 1.9443 -1.8954 1.2050
O 1.3283 1.2728 -1.4525
O -0.4166 -0.4877 1.5758
O -0.4935 2.5977 -1.7931
C -0.5429 0.8484 1.0456
C 0.1623 1.5020 -1.3175
C -0.8142 0.6614 -0.4490
H -1.7687 1.1259 -0.6756
H -1.3374 -2.3287 0.9279
H 0.1774 -1.0761 1.0857
H -0.0118 3.0175 -2.5194
H 0.4523 1.3575 1.0908
H 1.9003 -2.3282 0.3416
H -1.0348 -3.7878 1.3442
H -1.3441 1.2767 1.6528
H 2.5825 -1.1911 1.0110
H -0.7744 -0.3765 -0.8043
```

## Properties
**Orbital gap**: 10.82 eV
**Relative energy (zero: lowest compared OMol25 entry of this formula, charge and spin)**: 10.22 kcal per mole
**E_HOMO**: -10.330 eV
**Multiplicity**: 1
**LUMO energy**: 0.49 eV
**E_tot**: -13510.4369 eV
**Maximum force**: 3.014 eV Å⁻¹

Atom charges from the Mulliken analysis, given in e for atoms 1 to 2:
1 O -0.66
2 O -0.69

(2)
This record from OMol25 describes 2 unconnected molecules or ions with the total composition C7H15N2O at a distorted geometry. The level of theory is ωB97M-V/def2-TZVPD.

```
25
Properties=species:S:1:pos:R:3
O -1.2634 -0.9720 0.3818
N -1.6302 -1.3116 -1.8775
N 0.3349 0.7755 1.2767
C 0.5992 2.0056 1.2289
C 2.0829 1.1262 2.8125
C 1.5729 2.4824 2.2346
C -1.9297 -0.8779 -0.6691
C 1.0495 0.1313 2.3249
C -2.3174 -0.9831 -3.1473
C -0.5108 -2.2237 -1.9776
H -2.5516 -1.9817 -3.5612
H 0.4059 -0.3000 3.1584
H 0.0349 -2.1735 -0.9316
H -3.2940 -0.6608 -3.0051
H -2.8591 -0.3697 -0.4910
H 1.4878 -0.7296 1.9352
H -0.4080 0.2914 0.7096
H -1.6216 -0.4185 -3.8120
H 0.0897 2.5926 0.5079
H 1.0413 3.0538 3.0450
H -1.0406 -3.1813 -2.2656
H 0.1319 -1.9369 -2.8103
H 3.0380 0.8071 2.5110
H 2.0657 1.1954 3.9314
H 2.4177 2.9504 1.7272
```

## Properties
**Orbital gap**: 9.78 eV
**Relative energy (zero: lowest compared OMol25 entry of this formula, charge and spin)**: 42.81 kcal per mole
**E_HOMO**: -13.211 eV
**Multiplicity**: 1
**LUMO energy**: -3.43 eV
**E_tot**: -12522.8082 eV
**Net charge**: +1
**Maximum force**: 3.016 eV Å⁻¹

Atom charges from the Mulliken analysis, given in e for atoms 1 to 2:
1 O -0.76
2 N 0.07

(3)
This record from OMol25 describes C5H6OS in the gas phase at a distorted geometry. The level of theory is ωB97M-V/def2-TZVPD.

```
13
Properties=species:S:1:pos:R:3
S 0.2082 1.4299 -0.7175
O -0.7216 -1.4022 0.4580
C 1.0820 0.0964 0.2854
C 1.4393 -0.5163 1.6192
C -1.3331 -0.8808 -0.7036
C -0.0614 -0.4320 1.1144
C -0.8934 0.2632 -1.3323
H 1.5316 0.2270 2.4167
H -2.0463 -1.6575 -1.0302
H 1.1643 -0.8135 -0.4051
H 2.1899 -1.4376 1.6982
H -1.1620 0.5041 -2.3916
H -0.6366 0.3341 1.6287
```

## Properties
**Orbital gap**: 9.06 eV
**Relative energy (zero: lowest compared OMol25 entry of this formula, charge and spin)**: 92.08 kcal per mole
**E_HOMO**: -8.153 eV
**Multiplicity**: 1
**LUMO energy**: 0.91 eV
**E_tot**: -18160.6451 eV
**Maximum force**: 3.661 eV Å⁻¹

Atom charges from the Mulliken analysis, given in e for atoms 1 to 2:
1 S -0.12
2 O -0.40

> What is the formula in the third record?

C5H6OS

> Among the records above, which one has the highest maximum force?

C5H6OS